[1]
18
Properties=species:S:1:pos:R:3:nbo_charge:R:1 method="wB97M-V/def2-TZVPD" smiles="C=C1C=CC=CC1=O.[O-][N+]#CCl" total_charge=0 total_energy_ha=-973.6621 mol_weight_g_mol=183.6 de_lowest_kj_mol=474.4 lumo_ev="-1.18 / -1.18"
C 1.883 -0.785 0.885 -0.25
C 2.195 0.627 0.882 -0.10
C 0.912 -1.237 0.074 -0.14
C 1.523 1.462 -0.037 -0.31
C 0.083 -0.396 -0.704 -0.18
C 0.486 1.024 -0.866 0.46
C -2.968 -0.109 0.333 0.06
C -0.917 -0.936 -1.422 -0.25
N -2.334 0.284 1.232 0.19
O -1.717 0.189 2.227 -0.36
O -0.089 1.721 -1.686 -0.55
Cl -4.061 0.142 -0.892 0.13
H 2.256 -1.343 1.750 0.22
H 3.021 1.065 1.461 0.22
H 0.674 -2.246 0.100 0.20
H 1.908 2.483 0.055 0.23
H -1.398 -0.070 -1.894 0.22
H -1.456 -1.875 -1.498 0.22

---

[2]
26
Properties=species:S:1:pos:R:3:nbo_charge:R:1 method="wB97M-V/def2-TZVPD" total_charge=0 total_energy_ha=-611.0158 mol_weight_g_mol=188.2 de_lowest_kj_mol=334.7 lumo_ev=0.66
C -1.575 -1.479 1.802 0.24
C -0.063 1.374 -2.546 -0.27
C -0.207 2.399 -1.735 -0.18
C 0.276 0.100 -2.157 -0.18
C -0.089 2.210 -0.360 -0.31
C 0.296 -0.152 -0.826 -0.16
C 0.097 0.907 0.132 0.27
C -0.216 -0.966 1.519 -0.18
C 0.130 -1.554 -0.337 0.39
C 1.452 -2.176 -0.450 -0.65
C -0.075 1.282 2.547 -0.41
N -2.635 -1.929 1.783 -0.33
N 0.002 0.439 1.380 -0.44
O -0.908 -2.202 -0.949 -0.66
H -0.297 1.529 -3.575 0.21
H -0.397 3.437 -2.104 0.22
H 0.133 -0.763 -2.819 0.22
H -0.224 3.085 0.338 0.21
H 0.466 -1.311 2.334 0.22
H 1.739 -2.090 -1.486 0.23
H 1.378 -3.261 -0.232 0.22
H 2.218 -1.789 0.234 0.23
H -0.444 0.876 3.427 0.22
H 0.999 1.469 2.712 0.19
H -0.430 2.212 2.263 0.21
H -1.630 -1.648 -0.894 0.48

---

[3]
54
Properties=species:S:1:pos:R:3:nbo_charge:R:1 method="wB97M-V/def2-TZVPD" total_charge=-1 total_energy_ha=-3266.2571 mol_weight_g_mol=452.1 lumo_ev=0.03
C 2.742 0.417 0.674 -0.62
C 3.123 1.454 -0.394 -0.40
C 3.170 2.884 0.115 -0.39
C 1.817 3.644 0.188 -0.39
C 0.567 2.862 -0.191 -0.41
C -0.702 3.545 0.287 -0.38
C -1.955 2.917 -0.346 -0.84
Ga -2.306 0.934 0.045 0.60
H 3.367 -0.468 0.617 0.19
H 2.801 0.868 1.655 0.19
H 1.720 0.095 0.520 0.24
H 2.496 1.360 -1.268 0.21
H 4.130 1.209 -0.728 0.19
H 3.642 2.927 1.091 0.18
H 3.826 3.444 -0.548 0.19
H 1.846 4.534 -0.431 0.19
H 1.673 4.011 1.201 0.19
H 0.556 1.864 0.217 0.23
H 0.503 2.767 -1.272 0.18
H -0.756 3.434 1.366 0.18
H -0.647 4.603 0.030 0.16
H -2.834 3.505 -0.089 0.19
H -1.851 3.016 -1.426 0.18
H -3.086 0.281 -1.230 -0.37
H -3.168 0.712 1.402 -0.33
H -0.948 0.059 0.217 -0.35
C 5.108 -3.609 3.587 -0.37
C 5.688 -4.470 2.744 0.31
C 6.499 -4.010 1.567 0.48
O 7.010 -4.863 0.863 -0.55
C 6.629 -2.582 1.335 -0.40
C 6.044 -1.716 2.174 0.33
C 5.253 -2.176 3.366 0.47
O 4.781 -1.329 4.098 -0.53
O 6.115 -0.403 2.022 -0.62
O 5.602 -5.791 2.878 -0.63
H 4.526 -3.931 4.438 0.24
H 7.200 -2.262 0.475 0.24
H 5.591 -0.016 2.753 0.51
H 6.112 -6.170 2.134 0.51
C -7.729 -0.021 -1.572 -0.37
C -8.549 -1.002 -1.960 0.30
C -8.155 -2.005 -3.003 0.47
O -8.967 -2.873 -3.288 -0.58
C -6.841 -1.898 -3.605 -0.42
C -6.008 -0.919 -3.215 0.35
C -6.405 0.095 -2.181 0.46
O -5.600 0.958 -1.919 -0.47
O -4.783 -0.776 -3.683 -0.63
O -9.779 -1.170 -1.464 -0.65
H -8.006 0.710 -0.826 0.24
H -6.565 -2.633 -4.347 0.24
H -4.360 -0.062 -3.152 0.54
H -10.139 -1.956 -1.921 0.50

---

[4]
71
Properties=species:S:1:pos:R:3:lowdin_charge:R:1 method="wB97M-V/def2-TZVPD" total_charge=0 total_energy_ha=-2225.3432 mol_weight_g_mol=666.1 lumo_ev=-0.63
Pd -0.425 1.528 0.148 1.04
C -4.437 1.779 -1.617 -0.04
C -4.403 0.791 -0.491 -0.22
C -5.329 -0.236 -0.392 -0.05
C -5.307 -1.116 0.676 -0.09
C -4.357 -0.979 1.674 -0.06
C -3.406 0.025 1.607 -0.22
C -2.417 0.266 2.710 -0.04
C -3.422 0.899 0.507 -0.24
N -2.420 1.868 0.415 -0.03
C -2.767 3.183 0.560 -0.47
O -3.903 3.586 0.770 0.06
C -1.580 4.079 0.517 -0.15
C -1.592 5.425 0.820 0.03
C -0.378 6.118 0.876 -0.01
C 0.808 5.431 0.649 0.02
C 0.761 4.085 0.326 -0.14
N -0.428 3.443 0.227 0.01
C 1.934 3.224 0.066 -0.47
O 3.060 3.658 -0.147 0.06
N 1.600 1.890 0.037 -0.02
C 2.590 0.935 -0.129 -0.25
C 3.594 0.752 0.844 -0.21
C 3.661 1.654 2.038 -0.04
C 4.496 -0.283 0.670 -0.05
C 4.436 -1.107 -0.442 -0.09
C 3.475 -0.893 -1.418 -0.06
C 2.546 0.121 -1.282 -0.22
C 1.583 0.466 -2.383 -0.05
H -5.052 1.414 -2.436 0.08
H -3.428 1.992 -1.982 0.08
H -4.863 2.720 -1.263 0.08
H -6.086 -0.337 -1.158 0.11
H -6.050 -1.897 0.743 0.10
H -4.367 -1.651 2.520 0.11
H -2.406 -0.561 3.418 0.08
H -2.689 1.176 3.247 0.09
H -1.396 0.423 2.315 0.04
H -2.531 5.910 1.025 0.12
H -0.364 7.168 1.115 0.11
H 1.767 5.916 0.723 0.12
H 2.661 1.870 2.423 0.08
H 4.114 2.605 1.753 0.08
H 4.263 1.210 2.827 0.08
H 5.265 -0.441 1.415 0.11
H 5.158 -1.899 -0.567 0.10
H 3.467 -1.512 -2.303 0.10
H 1.561 -0.314 -3.142 0.08
H 1.898 1.403 -2.847 0.09
H 0.558 0.634 -2.005 0.03
S -0.298 -5.086 0.116 0.99
C -0.362 -3.315 0.137 -0.49
C 0.507 -2.567 0.943 -0.05
C 0.472 -1.201 0.880 -0.10
N -0.373 -0.516 0.072 -0.06
C -1.246 -1.242 -0.668 -0.09
C -1.271 -2.613 -0.663 -0.05
C 1.259 -5.212 -0.780 -0.51
C 2.473 -5.242 -0.111 -0.08
C 3.631 -5.244 -0.874 -0.14
N 3.637 -5.234 -2.195 0.07
C 2.473 -5.237 -2.822 -0.14
C 1.252 -5.223 -2.167 -0.07
H 1.206 -3.059 1.599 0.11
H 1.139 -0.605 1.495 0.12
H -1.938 -0.676 -1.286 0.12
H -1.978 -3.146 -1.276 0.11
H 2.516 -5.273 0.966 0.10
H 4.605 -5.255 -0.402 0.11
H 2.522 -5.250 -3.903 0.11
H 0.323 -5.227 -2.715 0.10

---

[5]
46
Properties=species:S:1:pos:R:3:lowdin_spin:R:1 method="wB97M-V/def2-TZVPD" total_charge=-1 total_energy_ha=-4529.5756 mol_weight_g_mol=712.6 de_lowest_kj_mol=91.5 multiplicity=2 lumo_ev="1.23 / 1.14"
Mo -0.459 0.717 -0.914 0.75
C 1.798 3.123 -0.111 0.00
C 0.619 3.928 -0.626 0.00
S -1.030 3.151 -0.509 0.00
C -1.502 3.371 1.228 0.00
C -1.201 2.180 2.134 0.00
S -0.015 0.968 1.492 -0.01
C 0.061 -1.866 3.713 0.00
C 0.986 -2.725 3.323 0.00
S 0.678 -1.363 -0.296 0.02
C 2.416 -0.958 -0.665 0.01
C 2.824 0.416 -0.155 0.00
S 1.855 1.614 -1.100 -0.01
H 1.706 2.867 0.943 0.00
H 2.712 3.687 -0.304 0.00
H 0.744 4.100 -1.700 0.00
H 0.546 4.894 -0.125 0.00
H -2.575 3.560 1.188 0.00
H -1.025 4.291 1.569 0.00
H -2.130 1.649 2.348 0.00
H -0.796 2.537 3.083 0.00
H -0.937 -1.878 3.295 0.00
H 0.273 -1.093 4.441 0.00
H 0.780 -3.469 2.564 0.00
H 1.995 -2.688 3.718 0.00
H 2.618 -1.009 -1.737 0.00
H 3.032 -1.713 -0.174 0.00
H 3.874 0.612 -0.382 0.00
H 2.608 0.538 0.907 0.00
O -2.791 -1.440 -2.755 0.01
N -2.592 -2.231 -1.779 0.00
C -2.462 -3.566 -2.015 0.00
C -2.270 -4.473 -1.006 0.00
C -2.205 -4.037 0.313 0.00
C -2.325 -2.683 0.550 0.00
C -2.506 -1.774 -0.486 0.01
S -2.634 -0.061 -0.208 0.00
H -2.526 -3.810 -3.063 0.00
H -2.170 -5.518 -1.263 0.00
H -2.049 -4.729 1.128 0.00
H -2.260 -2.278 1.549 0.00
S 4.310 0.536 -3.459 0.02
Sb 2.636 1.477 -4.681 0.00
S 0.222 -0.023 -3.135 0.14
S -0.933 1.614 -2.936 0.06
S 2.101 3.557 -3.900 0.00

---

[6]
45
Properties=species:S:1:pos:R:3:nbo_charge:R:1 method="wB97M-V/def2-TZVPD" total_charge=+1 total_energy_ha=-1130.7802 mol_weight_g_mol=390.2 de_lowest_kj_mol=625.3 lumo_ev=-8.56
In 12.314 -1.703 -5.500 1.00
C 5.015 0.562 -3.403 -0.76
C 6.353 0.057 -3.882 0.76
O 7.412 0.197 -3.217 -0.42
O 6.538 -0.603 -4.901 -0.40
H 4.646 0.355 -2.399 0.27
H 4.258 0.564 -4.187 0.26
H 5.189 1.637 -3.457 0.25
C 9.608 5.823 -4.815 -0.75
C 9.924 5.257 -6.240 0.76
O 10.030 6.071 -7.161 -0.40
O 10.333 4.072 -6.329 -0.45
H 9.003 6.729 -4.854 0.25
H 10.477 5.822 -4.157 0.25
H 8.946 5.121 -4.308 0.23
C -5.636 -1.279 4.382 -0.64
C -4.420 -1.595 3.521 0.12
C -4.826 -2.941 2.628 -0.39
C -3.939 -3.235 1.361 -0.41
C -4.007 -1.998 0.414 -0.40
C -3.651 -0.711 1.261 0.12
N -4.291 -0.496 2.610 -0.14
O -3.979 0.759 3.251 -0.57
C -2.112 -0.608 1.400 -0.65
C -4.109 0.458 0.382 -0.62
C -3.145 -1.962 4.317 -0.64
H -6.529 -0.985 3.830 0.23
H -5.469 -0.646 5.254 0.22
H -6.123 -2.151 4.820 0.22
H -4.918 -3.875 3.182 0.22
H -5.847 -2.811 2.267 0.20
H -4.393 -4.070 0.828 0.21
H -2.970 -3.612 1.690 0.20
H -5.077 -1.964 0.209 0.20
H -3.552 -1.994 -0.577 0.23
H -1.755 -0.337 2.393 0.22
H -1.574 -1.536 1.208 0.21
H -1.708 0.229 0.831 0.22
H -5.193 0.416 0.277 0.21
H -3.719 1.376 0.822 0.22
H -3.765 0.539 -0.650 0.22
H -2.290 -2.229 3.696 0.21
H -3.367 -2.806 4.970 0.22
H -2.847 -1.081 4.886 0.22
H -4.836 1.180 3.346 0.48

---

[7]
44
Properties=species:S:1:pos:R:3:lowdin_spin:R:1 method="wB97M-V/def2-TZVPD" total_charge=0 total_energy_ha=-1768.6511 mol_weight_g_mol=520.7 de_lowest_kj_mol=3.8 multiplicity=5 lumo_ev="-0.05 / -3.08"
Pd 0.319 -0.908 -1.326 1.30
N 1.912 0.161 -2.449 0.10
C 3.092 -0.683 -2.194 0.01
C 2.769 -2.178 -2.238 0.06
O 3.662 -2.999 -2.245 0.10
N 1.419 -2.453 -2.230 0.32
C 0.992 -3.735 -2.129 0.23
C 0.264 -3.896 -0.372 0.12
O 0.470 -5.009 0.001 0.18
O -0.277 -2.850 -0.061 0.13
H 1.660 0.151 -3.431 0.00
H 2.057 1.123 -2.167 0.00
H 3.449 -0.470 -1.184 0.00
H 3.915 -0.493 -2.886 0.00
H 1.727 -4.528 -2.224 0.01
H 0.009 -3.928 -2.555 0.02
C -2.075 5.155 1.998 0.00
O -1.877 4.146 2.983 -0.01
C -1.269 3.012 2.585 0.01
C -1.126 2.036 3.605 0.28
C -0.508 0.818 3.343 0.00
C -0.020 0.507 2.092 0.20
C 0.781 -0.746 1.866 0.02
C 0.512 -1.945 2.726 0.00
O 1.630 -0.774 0.993 0.06
C -0.212 1.478 1.005 0.06
O 0.081 1.241 -0.178 0.31
C -0.811 2.754 1.328 0.11
H -2.577 5.971 2.507 0.00
H -2.701 4.782 1.186 0.00
H -1.117 5.500 1.601 0.00
H -1.499 2.269 4.592 0.01
H -0.395 0.123 4.162 0.00
H 0.396 -1.712 3.782 0.00
H 1.319 -2.660 2.587 0.00
H -0.413 -2.400 2.368 0.00
H -0.921 3.434 0.497 0.00
F -2.458 -1.591 -1.676 0.05
C -1.526 -0.841 -2.348 0.20
F -1.439 -1.383 -3.604 0.03
C -2.158 0.546 -2.533 0.03
F -1.288 1.384 -3.125 0.00
F -3.263 0.514 -3.296 0.01
F -2.506 1.079 -1.352 0.00

---

[8]
19
Properties=species:S:1:pos:R:3:nbo_charge:R:1 method="wB97M-V/def2-TZVPD" smiles="C=CCSSSCC=C" total_charge=0 total_energy_ha=-1429.0256 mol_weight_g_mol=178.3 de_lowest_kj_mol=134.5 lumo_ev=0.48
C -3.376 -0.361 -1.056 -0.40
C -2.168 0.075 -1.093 -0.21
C -1.825 1.519 -1.150 -0.56
C 1.575 0.061 0.719 -0.53
C 2.669 -0.997 0.460 -0.22
C 3.842 -1.100 1.090 -0.36
H -3.798 -1.398 -0.968 0.21
H -4.243 0.108 -1.340 0.19
H -1.194 -0.735 -0.878 0.22
H -2.821 2.030 -1.220 0.24
H -0.880 1.614 -2.078 0.24
H 1.254 0.520 -0.163 0.22
H 1.752 0.747 1.379 0.21
H 2.580 -2.007 -0.138 0.22
H 4.172 -0.400 1.995 0.19
H 4.497 -1.832 0.828 0.19
S -1.053 2.219 0.427 0.08
S -1.117 0.753 1.821 -0.02
S 0.134 -0.817 1.364 0.10